Entry 1:
A single H5N2OP molecule at a distorted geometry. Source: the Open Molecules 2025 dataset; level of theory: ωB97M-V/def2-TZVPD.

The LUMO energy comes out at 1.1 eV. The HOMO energy comes out at -9.47 eV. As for the HOMO-LUMO gap: 10.53 eV. As for the charge: 0.

Last column: Löwdin charge in e.
CARTESIAN COORDINATES (ANGSTROEM)
N (1.0723, 1.1236, -0.2665)  -0.22
P (0.2409, -0.0099, 0.3870)  0.47
N (-1.3705, -0.2689, -0.0767)  -0.11
O (1.0568, -1.3469, -0.0837)  -0.25
H (0.9395, 2.0339, 0.1216)  -0.04
H (0.1206, 0.0047, 1.7680)  0.02
H (-1.6150, -1.1872, -0.2968)  0.01
H (-1.7826, 0.4800, -0.6364)  0.05
H (1.3380, -0.8293, -0.9165)  0.08

Entry 2:
A single H5N2P3 molecule at a distorted geometry. Source: the Open Molecules 2025 dataset; level of theory: ωB97M-V/def2-TZVPD.

The LUMO energy (spin up / spin down) comes out at -1.1 / -1.1 eV. The HOMO energy (spin up / spin down) comes out at -8.74 / -8.74 eV. As for the HOMO-LUMO gap (spin up / spin down): 7.61 / 7.60 eV. As for the charge: 0.

Last column: Löwdin charge in e.
CARTESIAN COORDINATES (ANGSTROEM)
H (-2.3015, -2.3946, 1.8114)  -0.12
P (-1.7453, -2.6695, 0.3487)  0.67
N (-0.9600, -1.2911, 0.1034)  -0.75
P (0.3453, -0.9468, -0.7918)  0.56
N (0.5102, 0.7517, -0.4769)  -0.69
P (1.7549, 1.4673, 0.4848)  0.63
H (-0.1613, -0.7752, -2.0699)  -0.09
H (-0.4519, 1.1278, -0.4406)  0.02
H (0.9731, 2.0655, 1.5143)  -0.15
H (2.0366, 2.6648, -0.4835)  -0.09

Entry 3:
2 unconnected molecules or ions with the total composition H5N3OP at a distorted geometry. Source: the Open Molecules 2025 dataset; level of theory: ωB97M-V/def2-TZVPD.

The LUMO energy comes out at 4.8 eV. The HOMO energy comes out at -1.87 eV. As for the HOMO-LUMO gap: 6.64 eV. As for the charge: -1.

Last column: Löwdin charge in e.
CARTESIAN COORDINATES (ANGSTROEM)
N (0.8117, 0.7645, -1.3876)  -0.41
N (0.5305, -1.6084, -0.8677)  -0.32
N (-0.7911, -0.0746, 1.4450)  -0.29
O (-1.3946, 1.1881, 1.5138)  -0.31
P (1.2316, -0.2027, -0.2052)  0.57
H (-1.6724, 1.5472, 0.6718)  0.02
H (1.1824, 1.6623, -1.0625)  -0.12
H (-0.0415, -1.2518, -1.5654)  -0.06
H (-0.1157, -1.9907, -0.0977)  0.02
H (-0.1218, 0.0118, 2.1748)  -0.09

Entry 4:
2 unconnected molecules or ions with the total composition H5N3S at a distorted geometry. Source: the Open Molecules 2025 dataset; level of theory: ωB97M-V/def2-TZVPD.

The LUMO energy comes out at 1.0 eV. The HOMO energy comes out at -8.56 eV. As for the HOMO-LUMO gap: 9.52 eV. As for the charge: 0.

Last column: Löwdin charge in e.
CARTESIAN COORDINATES (ANGSTROEM)
H (1.8202, -0.1374, -1.4363)  0.08
N (1.4688, -0.0136, -0.4410)  -0.07
N (1.6813, 0.8786, 0.3331)  -0.03
H (2.3127, 1.6456, -0.0770)  0.07
N (-1.4845, -0.7830, 0.4069)  -0.51
S (-2.2939, 0.5056, -0.1770)  0.58
H (-0.7059, -0.5419, 0.9930)  -0.02
H (-2.1338, -1.4332, 0.9606)  0.06
H (-2.5336, 0.1544, -1.4821)  -0.16

Entry 5:
2 unconnected molecules or ions with the total composition H5N4 at a distorted geometry. Source: the Open Molecules 2025 dataset; level of theory: ωB97M-V/def2-TZVPD.

The LUMO energy (spin up / spin down) comes out at -7.4 / -5.9 eV. The HOMO energy (spin up / spin down) comes out at -15.61 / -16.13 eV. As for the HOMO-LUMO gap (spin up / spin down): 8.20 / 10.18 eV. As for the charge: +1.

Last column: Löwdin charge in e.
CARTESIAN COORDINATES (ANGSTROEM)
N (-2.3444, -0.1215, -0.2752)  0.18
N (-0.1923, 0.1207, -0.1730)  0.14
N (2.0250, 0.0643, 0.2869)  0.21
N (0.8696, -0.3751, 0.1551)  -0.03
H (-2.3762, 0.1580, 0.7319)  0.05
H (-2.5950, -1.1540, -0.3793)  0.07
H (-0.4005, 0.9349, -0.7292)  0.12
H (2.7245, -0.5878, 0.3337)  0.12
H (2.2893, 0.9605, 0.0491)  0.13

Entry 6:
A molecular structure, H5N4O at a distorted geometry. Source: the Open Molecules 2025 dataset; level of theory: ωB97M-V/def2-TZVPD.

The LUMO energy comes out at 5.1 eV. The HOMO energy comes out at -2.46 eV. As for the HOMO-LUMO gap: 7.58 eV. As for the charge: -1.

Last column: Löwdin charge in e.
CARTESIAN COORDINATES (ANGSTROEM)
N (-0.7615, 1.3321, -0.1406)  -0.06
N (0.2779, -1.8646, -0.7547)  -0.01
N (0.1777, 0.2721, -0.5118)  -0.12
N (-0.2733, -0.8919, -0.1330)  -0.57
O (-1.1971, -1.0218, 0.7226)  -0.18
H (-1.5828, 0.7929, 0.1585)  0.02
H (-0.9801, 1.8591, -0.9434)  0.00
H (-0.0016, -2.7070, -0.4151)  -0.06
H (1.8250, 1.2989, 0.9869)  -0.01
H (2.5158, 0.9302, 1.0307)  0.00

Entry 7:
2 unconnected molecules or ions with the total composition H5N4PS at a distorted geometry. Source: the Open Molecules 2025 dataset; level of theory: ωB97M-V/def2-TZVPD.

The multiplicity is 3. The LUMO energy (spin up / spin down) comes out at -0.2 / -2.6 eV. The HOMO energy (spin up / spin down) comes out at -7.55 / -7.97 eV. As for the HOMO-LUMO gap (spin up / spin down): 7.32 / 5.32 eV. As for the charge: 0.

Last column: Löwdin charge in e.
CARTESIAN COORDINATES (ANGSTROEM)
N (3.5691, 1.9016, -0.4505)  -0.01
N (3.1546, 0.8181, -0.0919)  -0.49
N (-0.5860, -0.1756, -0.2022)  -0.16
N (-1.9877, 0.0586, -0.1794)  -0.14
P (2.4147, -0.3322, 0.6901)  0.31
S (2.3946, -2.1770, 0.0136)  0.05
H (2.8501, 2.6500, -0.9300)  0.16
H (-0.4272, -1.1610, -0.5104)  0.04
H (-2.0688, 0.9768, 0.1215)  0.02
H (-2.5995, -0.6878, 0.3042)  0.11
H (-0.3383, 0.5419, -0.9874)  0.10

Entry 8:
2 unconnected molecules or ions with the total composition H5NO. Source: the Open Molecules 2025 dataset; level of theory: ωB97M-V/def2-TZVPD.

The LUMO energy comes out at 1.0 eV. The HOMO energy comes out at -10.89 eV. As for the HOMO-LUMO gap: 11.87 eV. As for the charge: 0.

Last column: Löwdin charge in e.
CARTESIAN COORDINATES (ANGSTROEM)
N (-0.3167, -0.7828, 0.7025)  0.00
H (-0.1487, -1.4796, 1.4119)  0.01
H (0.5462, -0.8320, 0.1542)  0.02
H (-0.9903, -1.2716, 0.1125)  0.02
O (0.6535, 1.5413, -0.6624)  -0.10
H (-0.0771, 1.1656, -0.1418)  0.00
H (0.3331, 1.6592, -1.5769)  0.04

Entry 9:
2 unconnected molecules or ions with the total composition H5NO2 at a distorted geometry. Source: the Open Molecules 2025 dataset; level of theory: ωB97M-V/def2-TZVPD.

The LUMO energy comes out at 0.8 eV. The HOMO energy comes out at -9.38 eV. As for the HOMO-LUMO gap: 10.22 eV. As for the charge: 0.

Last column: Löwdin charge in e.
CARTESIAN COORDINATES (ANGSTROEM)
O (1.4008, 0.6965, -0.0210)  -0.13
O (2.2641, -0.3418, -0.1441)  -0.10
H (0.5289, 0.3828, -0.2912)  0.02
H (2.6301, -0.4339, 0.7364)  0.08
N (-1.3931, -0.0540, -0.0126)  0.00
H (-1.8624, 0.6583, -0.6189)  0.05
H (-1.5132, -0.9383, -0.4656)  0.01
H (-2.0551, 0.0305, 0.8169)  0.06

Entry 10:
2 unconnected molecules or ions with the total composition H5NO2 at a distorted geometry. Source: the Open Molecules 2025 dataset; level of theory: ωB97M-V/def2-TZVPD.

The LUMO energy comes out at 1.0 eV. The HOMO energy comes out at -10.80 eV. As for the HOMO-LUMO gap: 11.78 eV. As for the charge: 0.

Last column: Löwdin charge in e.
CARTESIAN COORDINATES (ANGSTROEM)
N (1.8870, 0.2070, -0.0816)  -0.02
O (0.5230, -0.3848, 0.0536)  -0.18
H (1.7346, 1.2529, -0.1711)  0.09
H (2.3014, 0.0885, 0.8668)  0.08
H (0.5867, -1.0693, -0.6407)  0.09
O (-2.2820, 0.1690, -0.0753)  -0.10
H (-1.2761, 0.1841, -0.1063)  0.01
H (-2.4839, -0.1791, 0.7967)  0.02